(1)
A structure of composition C12H24AlN9O5. Source: the Open Molecules 2025 dataset; level of theory: the ωB97M-V functional and the def2-TZVPD basis.

Geometry as XYZ:
```
51
Properties=species:S:1:pos:R:3:forces:R:3:mulliken_charge:R:1
Al 0.656 -0.023 0.663 0.0 -0.2 0.2 0.01
N -0.164 -1.696 -0.145 0.0 0.0 -0.1 -0.25
C -1.565 -1.226 -0.351 0.0 0.0 -0.1 -0.02
C -2.548 -2.347 -0.678 0.1 0.0 0.0 -1.08
C -3.971 -1.906 -1.026 -0.1 0.0 0.0 -0.38
C -4.114 -1.027 -2.268 0.0 0.0 0.0 -1.32
N -3.587 0.338 -2.134 0.0 -0.1 0.0 -0.08
C -4.189 1.330 -1.480 0.0 0.0 0.0 0.85
N -3.610 2.528 -1.443 0.1 0.1 0.1 -0.38
N -5.382 1.149 -0.920 0.0 0.0 0.0 -0.37
C -1.920 -0.335 0.854 -0.1 -0.1 0.1 0.53
O -3.039 0.075 1.028 0.0 0.0 0.0 -0.58
O -0.878 -0.026 1.608 0.1 0.1 -0.2 -0.38
H 0.228 -2.031 -1.021 0.0 0.0 0.0 0.42
H -0.154 -2.480 0.505 0.0 0.0 0.0 0.36
H -1.506 -0.545 -1.199 0.0 0.0 0.0 0.27
H -2.596 -3.049 0.159 0.0 0.0 0.0 0.44
H -2.134 -2.902 -1.527 0.0 0.0 0.0 0.34
H -4.419 -1.415 -0.163 0.0 0.0 0.0 0.33
H -4.555 -2.810 -1.210 0.0 0.0 0.0 0.37
H -5.163 -0.969 -2.568 0.0 0.0 0.0 0.49
H -3.593 -1.470 -3.117 0.0 0.0 0.0 0.44
H -2.787 0.598 -2.688 0.0 0.0 0.0 0.32
H -2.635 2.649 -1.700 0.0 0.0 0.0 0.15
H -4.030 3.273 -0.914 0.0 0.0 0.0 0.22
H -5.799 0.237 -0.874 0.0 0.0 0.0 0.20
H -5.786 1.863 -0.339 0.0 0.0 0.0 0.24
N 1.001 1.875 1.418 0.0 0.1 0.0 -0.23
N 0.611 2.725 0.354 0.0 0.0 0.0 -0.31
C 0.110 2.101 -0.788 -0.1 0.0 0.2 0.63
O -0.578 2.705 -1.579 -0.1 0.0 -0.1 -0.75
O 0.449 0.835 -0.876 0.0 0.1 -0.1 -0.33
H 0.374 1.990 2.212 0.0 0.0 0.0 0.38
H 1.955 2.091 1.690 0.0 0.0 0.0 0.32
H 0.230 3.627 0.596 0.0 0.0 0.0 0.26
C 3.911 -2.517 2.316 0.0 0.0 0.0 -0.84
N 4.327 -1.252 1.692 0.0 0.0 0.0 0.07
C 5.643 -0.899 1.616 0.0 0.0 0.0 -0.11
C 6.029 0.256 1.039 0.0 0.0 0.0 -0.85
C 5.003 1.094 0.520 0.0 0.0 0.0 0.89
N 3.709 0.745 0.616 0.0 0.0 0.0 -0.42
C 3.397 -0.410 1.169 0.0 0.1 0.0 0.70
O 2.168 -0.800 1.246 -0.1 0.0 0.0 -0.30
N 5.281 2.249 -0.070 0.0 0.0 0.0 -0.36
H 4.787 -2.986 2.751 0.0 0.0 0.0 0.33
H 3.480 -3.177 1.567 0.0 0.0 0.0 0.29
H 3.180 -2.320 3.095 0.0 0.0 0.0 0.32
H 6.343 -1.603 2.043 0.0 0.0 0.0 0.37
H 7.073 0.524 0.979 0.0 0.0 0.0 0.37
H 6.227 2.569 -0.187 0.0 0.0 0.0 0.23
H 4.535 2.796 -0.468 0.0 0.0 0.0 0.23
```
Positions in Å, forces in eV/Å.

Kohn-Sham gap (eV): 10.141
E_HOMO (eV): -15.30
Total charge: +2
DFT total energy (hartree): -1582.97277

(2)
A cluster of 4 separate species, C12H24BIO5 in total. Source: the Open Molecules 2025 dataset; level of theory: the ωB97M-V functional and the def2-TZVPD basis.

Geometry as XYZ:
```
43
Properties=species:S:1:pos:R:3:forces:R:3:mulliken_charge:R:1
O 2.675 -2.818 2.021 0.0 0.0 0.2 -0.49
C 2.299 -3.277 0.982 0.1 0.0 -0.2 0.05
O 1.294 -2.817 0.239 -0.1 0.0 0.0 -0.29
C 0.595 -1.652 0.756 0.0 0.1 0.0 -0.21
C -0.409 -2.020 1.848 0.0 0.0 0.1 -0.53
B -1.009 -3.433 1.577 -0.1 -0.1 -0.1 0.04
I -2.533 -3.665 0.131 -0.1 0.0 -0.1 -0.01
H 2.761 -4.133 0.473 0.0 -0.1 0.1 0.39
H 0.092 -1.222 -0.100 -0.1 -0.1 -0.1 0.28
H 1.334 -0.946 1.124 0.0 0.0 0.0 0.33
H 0.072 -1.995 2.828 0.0 0.0 0.0 0.31
H -1.194 -1.263 1.813 0.0 0.1 0.0 0.21
H -0.644 -4.441 2.084 0.0 0.0 0.1 -0.08
C -0.003 -3.875 -3.309 -0.1 0.0 0.0 -0.90
C -1.364 -3.840 -3.964 0.1 0.1 0.0 0.81
C -1.416 -3.334 -5.386 -0.1 0.0 0.0 -1.14
O -2.358 -4.191 -3.375 -0.1 0.0 -0.1 -0.52
H -0.094 -4.246 -2.291 0.0 0.0 0.0 0.14
H 0.671 -4.516 -3.881 0.0 0.0 0.0 0.38
H 0.432 -2.874 -3.294 0.0 0.0 0.0 0.29
H -0.789 -3.955 -6.028 0.0 0.0 0.0 0.33
H -1.024 -2.316 -5.435 0.0 0.0 0.0 0.32
H -2.442 -3.351 -5.746 0.0 0.0 0.0 0.30
C -3.377 1.678 0.540 0.0 0.0 0.0 -1.12
C -1.906 1.756 0.211 0.0 0.0 0.0 0.84
C -1.316 3.129 0.040 0.0 -0.1 -0.1 -1.10
O -1.237 0.753 0.098 0.0 0.0 0.0 -0.48
H -3.682 0.639 0.639 0.0 0.0 0.0 0.27
H -3.580 2.215 1.469 0.0 0.0 0.0 0.34
H -3.961 2.160 -0.246 0.0 0.0 0.0 0.35
H -1.442 3.713 0.953 0.0 0.0 0.0 0.33
H -1.837 3.658 -0.762 0.0 0.0 0.0 0.38
H -0.256 3.059 -0.189 -0.1 0.0 0.0 0.21
C 3.037 3.590 2.069 0.0 0.0 0.0 -1.01
C 2.022 4.706 2.086 0.1 0.0 0.0 0.76
C 2.358 5.912 2.928 -0.1 0.0 0.0 -1.11
O 0.992 4.636 1.457 0.0 0.0 0.0 -0.48
H 2.688 2.780 1.434 0.0 0.0 0.0 0.23
H 3.995 3.961 1.701 0.0 0.0 0.0 0.33
H 3.202 3.218 3.082 0.0 0.0 0.0 0.33
H 3.295 6.356 2.587 0.0 0.0 0.0 0.32
H 2.502 5.613 3.968 0.0 0.0 0.0 0.33
H 1.559 6.645 2.863 0.0 0.0 0.0 0.29
```
Positions in Å, forces in eV/Å.

SMILES: O=COCCBI.CC(C)=O.CC(C)=O.CC(C)=O
Kohn-Sham gap (eV): 9.576
E_HOMO (eV): -9.05
Total charge: 0
DFT total energy (hartree): -1170.38776

(3)
A structure of composition C12H24ClMgO10. Source: the Open Molecules 2025 dataset; level of theory: the ωB97M-V functional and the def2-TZVPD basis.

Geometry as XYZ:
```
48
Properties=species:S:1:pos:R:3:forces:R:3:mulliken_charge:R:1
Mg -0.271 -0.100 0.267 -1.3 0.4 1.6 1.44
Cl -2.423 0.429 3.062 1.2 -0.3 -1.6 -0.38
C -1.381 4.390 -4.339 0.0 0.7 -0.8 -0.64
O -0.929 5.170 -3.230 1.1 -0.9 1.9 -0.28
C -0.752 4.710 -1.966 -2.3 -2.8 1.5 0.79
O -0.902 3.552 -1.470 0.7 2.3 -2.5 -0.66
O -0.614 5.730 -1.162 0.1 1.6 -1.1 -0.29
C -0.966 5.652 0.219 1.0 -0.8 0.0 -0.57
H -2.471 4.395 -4.324 0.1 -0.3 0.0 0.29
H -0.964 3.405 -4.548 0.1 -0.1 0.9 0.30
H -1.032 5.012 -5.163 -0.3 -0.1 -0.2 0.25
H -0.272 4.929 0.647 -0.2 0.1 0.5 0.27
H -1.985 5.295 0.371 0.0 0.2 -0.2 0.30
H -0.782 6.657 0.601 -0.2 -0.3 0.0 0.22
C 4.595 0.590 4.775 0.1 -0.1 0.9 -0.65
O 4.812 1.841 4.108 -0.4 0.4 -1.4 -0.31
C 4.075 2.244 3.055 -2.9 -0.5 -0.1 0.79
O 3.190 1.581 2.460 2.9 1.4 1.5 -0.63
O 4.173 3.576 2.816 -0.3 -0.9 -1.0 -0.27
C 5.194 4.396 3.384 1.3 -1.2 0.6 -0.60
H 5.459 -0.066 4.664 0.0 0.2 -0.3 0.26
H 3.686 0.026 4.565 0.0 0.5 -0.6 0.31
H 4.544 0.900 5.819 0.0 -0.3 0.1 0.26
H 4.934 4.580 4.426 0.2 0.3 -0.1 0.28
H 5.461 5.288 2.818 -1.2 0.0 -0.2 0.26
H 6.119 3.824 3.309 0.1 -0.1 0.6 0.28
C -1.883 -5.813 1.407 -0.7 2.2 -0.3 -0.58
O -0.600 -6.184 0.951 2.3 -1.4 -0.1 -0.29
C 0.435 -5.350 0.827 1.6 1.4 0.7 0.80
O 0.416 -4.125 0.972 -0.5 -1.6 -0.3 -0.62
O 1.626 -6.027 0.554 -2.2 -0.8 0.3 -0.31
C 2.908 -5.409 0.772 -1.2 1.8 -0.4 -0.62
H -1.859 -5.134 2.259 0.4 0.1 0.0 0.29
H -2.557 -6.612 1.715 0.8 -0.6 -0.5 0.24
H -2.297 -5.257 0.566 -0.6 0.0 0.2 0.26
H 3.272 -5.549 1.790 0.0 -0.5 -0.2 0.27
H 2.704 -4.346 0.644 0.4 0.2 0.2 0.28
H 3.607 -5.662 -0.025 -0.2 -0.6 0.3 0.26
C -5.558 -2.144 -2.926 -0.5 0.3 0.7 -1.01
C -4.136 -2.072 -3.329 -0.5 -1.4 -0.5 0.79
O -3.310 -1.774 -2.502 1.1 0.3 -0.4 -0.59
C -3.929 -2.488 -4.792 1.0 1.2 0.0 -1.10
H -5.599 -1.995 -1.847 -0.2 0.0 -0.1 0.29
H -5.994 -3.107 -3.190 -0.1 0.1 -0.1 0.33
H -6.096 -1.336 -3.421 -0.3 -0.1 -0.1 0.31
H -2.929 -2.242 -5.149 0.2 -0.2 0.2 0.30
H -4.587 -1.854 -5.386 -0.3 -0.1 -0.1 0.34
H -4.132 -3.527 -5.053 -0.2 0.0 0.5 0.33
```
Positions in Å, forces in eV/Å.

Kohn-Sham gap (eV): 4.412
E_HOMO (eV): -12.21
Total charge: +1
DFT total energy (hartree): -1883.91114

(4)
A structure of composition C12H24ClMgO10. Source: the Open Molecules 2025 dataset; level of theory: the ωB97M-V functional and the def2-TZVPD basis.

Geometry as XYZ:
```
48
Properties=species:S:1:pos:R:3:forces:R:3:mulliken_charge:R:1
Mg 0.165 0.332 -0.060 -0.8 0.1 -0.9 0.56
Cl -0.463 1.283 -2.078 -0.1 0.0 -0.1 -0.62
C 0.252 -3.747 0.425 0.1 -0.3 0.0 -0.52
O 0.958 -3.660 -0.827 -0.4 -0.3 0.2 -0.37
C 1.081 -2.472 -1.344 0.3 0.0 -0.7 0.76
O 0.821 -1.423 -0.783 0.2 0.2 0.8 0.85
O 1.527 -2.552 -2.568 0.2 -0.2 0.0 -0.38
C 2.034 -1.340 -3.149 0.4 0.5 -0.2 -0.56
H 0.765 -3.165 1.185 0.0 0.0 0.1 0.25
H 0.261 -4.802 0.677 0.1 0.0 0.0 0.29
H -0.782 -3.429 0.312 0.0 0.1 -0.1 0.13
H 1.272 -0.566 -3.218 -0.1 -0.1 0.1 0.21
H 2.405 -1.610 -4.132 -0.2 -0.1 0.0 0.29
H 2.885 -0.976 -2.566 -0.2 -0.1 0.1 0.25
C 2.387 3.303 -1.347 -1.0 1.1 0.0 -0.41
O 3.393 2.349 -1.047 0.6 0.0 -0.1 -0.34
C 3.092 1.339 -0.294 0.1 0.0 -0.4 0.77
O 1.973 1.049 0.093 -0.1 -0.1 0.7 -0.47
O 4.164 0.642 -0.025 0.3 0.1 -0.2 -0.36
C 4.020 -0.414 0.909 -0.3 -0.7 0.4 -0.41
H 2.592 3.743 -2.317 0.2 -0.3 -0.1 0.28
H 2.412 4.124 -0.623 0.2 -0.3 0.1 0.28
H 1.390 2.868 -1.345 0.2 -0.1 -0.1 0.06
H 3.274 -1.151 0.599 0.0 0.2 -0.2 0.00
H 3.712 -0.022 1.878 0.2 0.0 0.0 0.32
H 4.980 -0.910 0.966 0.1 0.1 0.1 0.27
C -2.358 -1.826 -2.216 0.1 0.1 0.2 -0.15
O -2.962 -2.072 -0.928 0.0 0.0 -0.4 -0.37
C -2.608 -1.401 0.130 -0.1 -0.3 0.4 0.61
O -1.617 -0.715 0.317 0.3 0.2 -0.3 -0.55
O -3.496 -1.641 1.068 -0.1 0.0 0.5 -0.38
C -3.271 -1.059 2.359 -0.2 0.1 0.0 -0.67
H -1.286 -1.707 -2.133 0.2 0.0 0.1 -0.11
H -2.767 -0.911 -2.628 -0.1 0.0 -0.1 0.32
H -2.603 -2.696 -2.812 -0.1 0.0 -0.1 0.24
H -3.885 -1.630 3.046 0.0 0.0 0.0 0.33
H -3.596 -0.018 2.351 0.0 -0.1 0.0 0.26
H -2.225 -1.101 2.653 0.0 -0.1 -0.1 0.28
C -1.913 2.166 3.065 0.4 -0.4 0.2 -1.30
C -1.441 2.421 1.669 -0.1 0.5 0.1 0.87
O -0.597 1.699 1.163 0.0 -0.2 0.4 -0.50
C -1.920 3.645 0.945 0.4 -0.6 0.2 -1.04
H -1.781 1.118 3.332 0.0 0.0 -0.1 0.29
H -2.928 2.484 3.282 0.0 0.2 -0.1 0.36
H -1.209 2.717 3.703 -0.2 0.1 0.0 0.38
H -1.170 3.866 0.189 -0.3 0.2 -0.2 0.27
H -2.058 4.463 1.646 -0.1 0.1 0.0 0.40
H -2.878 3.406 0.480 0.0 0.1 -0.1 0.30
```
Positions in Å, forces in eV/Å.

Kohn-Sham gap (eV): 9.697
E_HOMO (eV): -12.12
Total charge: +1
DFT total energy (hartree): -1884.32527

(5)
A structure of composition C12H24F12N2O12S4Zr. Source: the Open Molecules 2025 dataset; level of theory: the ωB97M-V functional and the def2-TZVPD basis.

Geometry as XYZ:
```
67
Properties=species:S:1:pos:R:3:forces:R:3:mulliken_charge:R:1
Zr 13.152 -14.858 10.336 0.2 1.3 1.2 0.76
C 14.509 -17.095 13.931 -0.5 0.1 0.4 0.73
F 15.338 -16.069 13.795 0.2 -0.2 0.0 -0.19
F 15.094 -18.225 13.693 0.1 0.0 0.0 -0.13
F 13.941 -17.081 15.115 0.1 0.1 -0.2 -0.15
S 13.094 -16.726 12.713 -0.1 1.3 -2.9 0.59
O 11.893 -17.409 12.977 0.0 -0.7 0.7 -0.51
O 12.988 -15.252 12.638 0.1 0.3 0.4 -0.55
N 13.609 -16.823 11.047 0.5 -2.6 3.1 -0.40
S 13.866 -18.411 10.685 -1.0 -1.5 -2.2 0.59
O 13.628 -19.330 11.738 0.1 0.7 1.1 -0.54
O 13.164 -18.656 9.462 0.6 0.4 -0.1 -0.66
C 15.676 -18.591 10.331 -0.5 0.3 -1.2 0.69
F 16.438 -18.173 11.318 0.1 -0.1 0.2 -0.18
F 15.884 -19.843 10.015 0.1 0.0 0.5 -0.18
F 15.928 -17.843 9.234 0.2 0.2 0.1 -0.19
C 12.993 -10.874 8.509 1.0 -0.2 -0.1 0.78
F 13.657 -10.279 7.540 -0.3 0.1 0.3 -0.17
F 13.531 -10.581 9.690 -0.3 0.1 -0.2 -0.19
F 11.716 -10.592 8.484 0.3 0.1 0.1 -0.14
S 13.288 -12.732 8.229 -1.6 -0.5 1.8 0.63
O 13.339 -12.957 6.846 0.5 0.0 -0.6 -0.50
O 14.356 -13.194 9.134 0.2 -0.1 0.0 -0.54
N 12.035 -13.544 9.039 -0.2 2.3 -2.4 -0.31
S 10.603 -13.399 8.184 -1.7 -2.6 0.0 0.57
O 10.601 -12.574 7.040 0.8 1.0 0.1 -0.48
O 10.162 -14.752 7.999 0.0 0.1 0.4 -0.58
C 9.389 -12.680 9.423 0.6 0.2 0.0 0.63
F 9.145 -13.614 10.345 0.0 0.2 0.1 -0.18
F 9.898 -11.602 10.039 -0.3 -0.3 -0.3 -0.21
F 8.292 -12.382 8.780 0.1 0.1 0.1 -0.19
C 17.578 -14.769 11.597 0.1 0.0 0.5 -1.52
C 16.467 -14.856 10.608 -0.4 -0.1 -0.4 0.17
O 15.176 -14.472 11.245 0.3 0.0 -0.4 0.31
H 17.404 -15.440 12.440 0.0 0.0 0.0 0.37
H 17.685 -13.754 11.983 0.2 0.0 -0.1 0.41
H 18.512 -15.090 11.140 0.0 0.2 -0.1 0.45
H 16.315 -15.872 10.258 0.0 -0.1 0.0 -0.13
H 16.600 -14.218 9.736 0.0 0.2 0.1 0.30
H 15.339 -14.187 12.152 -0.1 -0.2 0.1 0.25
C 12.007 -10.902 12.593 -0.3 0.2 -0.8 -1.29
C 11.813 -12.381 12.390 0.6 -0.7 1.1 -0.28
O 12.926 -12.954 11.580 -0.5 0.3 -0.4 0.67
H 11.618 -10.345 11.740 0.1 0.0 0.0 0.27
H 13.062 -10.638 12.692 0.0 0.0 0.3 0.35
H 11.454 -10.572 13.470 0.1 0.0 0.1 0.45
H 10.859 -12.654 11.955 0.2 0.0 -0.5 0.16
H 11.887 -12.923 13.336 -0.1 0.1 0.0 0.34
H 13.729 -12.495 11.857 0.0 0.0 -0.1 0.03
C 13.229 -16.116 5.968 0.1 0.0 -1.0 -1.45
C 13.002 -16.571 7.356 -0.1 -0.5 0.7 -0.12
O 13.749 -15.695 8.382 -0.3 -0.7 -0.5 0.71
H 13.034 -15.063 5.783 0.0 0.0 0.2 0.28
H 12.521 -16.659 5.333 -0.1 0.0 0.2 0.44
H 14.201 -16.403 5.559 0.1 0.2 0.3 0.46
H 13.382 -17.566 7.564 0.0 0.0 -0.2 0.53
H 11.953 -16.561 7.629 0.0 0.4 0.2 -0.06
H 14.638 -15.697 7.996 0.2 0.3 0.4 0.05
C 8.905 -16.747 10.144 -0.1 0.4 0.1 -1.60
C 10.416 -16.846 10.074 -1.0 -1.2 0.4 0.01
O 11.049 -15.714 10.773 0.4 0.4 -0.8 1.03
H 8.548 -16.727 11.181 0.1 0.1 0.0 0.47
H 8.426 -17.617 9.695 0.3 -0.1 -0.1 0.46
H 8.535 -15.872 9.614 0.0 0.0 0.0 0.28
H 10.744 -16.908 9.046 0.3 0.4 0.1 -0.09
H 10.710 -17.758 10.598 0.3 0.1 0.0 0.45
H 10.468 -15.518 11.522 0.2 0.2 0.1 0.03
```
Positions in Å, forces in eV/Å.

Kohn-Sham gap (eV): 9.556
E_HOMO (eV): -17.19
Total charge: +2
DFT total energy (hartree): -4321.69163